16
Properties=species:S:1:pos:R:3:forces:R:3 method="wB97M-V/def2-TZVPD" orbital_gap_ev=10.6 smiles="CCC(=O)CC" e_homo_ev=-9.58
C 2.501465 0.031038 0.211114 0.164 0.021 -0.105
C 1.359142 0.209766 -0.792100 -0.400 -0.033 0.107
C 0.000326 0.016200 -0.020894 0.137 -0.124 0.627
O 0.144070 -0.228798 1.159328 -0.127 0.020 -0.158
C -1.484405 0.088233 -0.489689 0.178 0.016 -0.040
C -2.437045 -0.250723 0.678098 0.047 0.012 -0.056
H 3.433810 0.163975 -0.341220 0.105 -0.029 0.168
H 2.456092 0.761018 1.025518 -0.005 -0.098 -0.239
H 2.494866 -0.960296 0.675603 -0.013 0.190 -0.187
H 1.519893 -0.512618 -1.608792 -0.539 0.110 0.184
H 1.480186 1.200823 -1.259519 -0.540 -0.206 0.130
H -1.687019 -0.592632 -1.327177 0.316 0.104 0.050
H -1.727324 1.093368 -0.861854 0.299 -0.114 -0.018
H -2.292465 0.424442 1.526695 0.048 -0.080 -0.207
H -3.487949 -0.178174 0.370508 0.267 0.034 -0.125
H -2.273650 -1.265618 1.054381 0.063 0.176 -0.130

---

13
Properties=species:S:1:pos:R:3:forces:R:3 method="wB97M-V/def2-TZVPD" orbital_gap_ev=10.6 smiles="O=CCC#CCO" e_homo_ev=-9.86
O -0.885617 0.294100 -2.912262 0.185 0.268 0.441
C -0.375450 0.834288 -1.965358 -0.075 -0.107 -0.393
C 0.934304 0.352481 -1.351492 0.180 0.032 -0.205
C 0.827822 0.312130 0.088523 0.206 0.290 0.421
C 0.552285 0.260476 1.261787 -0.169 -0.292 -0.712
C -0.378469 -0.442180 2.150107 -0.034 0.048 0.249
O -1.226853 -1.213890 1.311372 -0.227 -0.486 0.305
H -0.823947 1.726757 -1.480634 0.026 -0.148 -0.076
H 1.169379 -0.635914 -1.759851 0.057 0.195 -0.018
H 1.730847 1.048388 -1.618250 0.066 0.065 -0.307
H 0.161749 -1.063225 2.873044 -0.111 0.061 0.015
H -1.029337 0.249375 2.686195 0.099 -0.066 0.064
H -0.656714 -1.722784 0.716819 -0.204 0.138 0.217

---

16
Properties=species:S:1:pos:R:3:forces:R:3 method="wB97M-V/def2-TZVPD" charge=+1 spin_multiplicity=2 orbital_gap_ev="14.0 / 3.6" e_homo_ev="-16.96 / -14.97"
C -0.991830 -1.819989 -0.630813 1.329 -0.092 1.041
C -0.626489 -1.075121 -1.948785 -2.511 -0.855 2.427
H -0.780501 -1.200502 0.369125 -0.682 -0.429 -1.889
H -2.013551 -2.148274 -0.663127 -0.759 0.371 0.368
H -0.460729 -2.746736 -0.454225 0.520 -0.105 -0.299
H -1.540991 -0.438558 -1.998113 0.959 -0.169 -1.125
H -0.333179 -1.881172 -2.627924 -0.657 -0.409 -0.464
H 0.254969 -0.537100 -2.074702 1.762 1.793 0.077
C 0.254323 1.696434 0.783779 0.628 -1.448 1.698
C 1.352476 1.322328 1.710520 0.184 -0.439 0.464
H -0.731887 1.453838 1.297923 0.074 0.157 -0.154
H 0.396117 2.716344 0.638873 -0.664 1.708 -1.118
H 0.219156 1.020903 -0.041966 -0.366 -0.236 -1.307
H 1.583965 2.196558 2.349639 0.497 -0.789 -0.337
H 2.229584 1.040594 0.961520 -0.710 0.376 1.204
H 1.188570 0.400460 2.328280 0.394 0.563 -0.588

---

20
Properties=species:S:1:pos:R:3:forces:R:3 method="wB97M-V/def2-TZVPD" orbital_gap_ev=6.7 e_homo_ev=-8.36
C 1.323518 -0.184016 3.006816 0.155 0.085 0.498
C 1.435366 1.009842 2.054865 1.483 -0.297 -1.348
C 0.330073 1.034785 1.066276 -1.527 0.792 0.720
C 0.280584 0.321643 -0.068220 1.632 -0.036 0.057
C -0.816263 0.147374 -0.913623 -1.478 -1.371 0.850
C -0.877744 -0.948047 -1.920708 1.368 1.554 -3.469
O -1.369214 -1.993499 -1.278849 -0.075 0.867 1.762
C -1.679855 -0.512778 -3.165163 -0.398 -0.401 -0.091
H 2.282905 -0.413286 3.472503 0.112 0.220 -0.109
H 0.638408 -0.020105 3.836803 -0.303 -0.041 -0.195
H 1.050482 -1.068027 2.438081 -0.256 -0.073 0.059
H 2.330842 0.813149 1.445503 0.027 -0.060 0.121
H 1.666712 1.976971 2.494574 -0.538 -0.001 0.440
H -0.551679 1.626342 1.323439 -0.052 -0.227 0.116
H 1.239039 -0.102912 -0.358232 -0.217 -0.569 -0.157
H -1.756801 0.633433 -0.657917 -0.004 -0.027 0.071
H 0.165613 -1.028494 -2.307868 0.084 -0.502 0.257
H -2.733175 -0.672175 -2.923500 -0.085 0.186 -0.142
H -1.521953 0.512408 -3.513625 0.109 0.135 0.374
H -1.436858 -1.132607 -4.031155 -0.037 -0.236 0.186